Density functional theory data (wB97M-V/def2-TZVPD) for a molecular structure, C16H21CuNOS.

As for the spin multiplicity: 1. Its total charge is +1. For the frontier orbital gap, the calculation gives 0.3181 Eh.

Each line ends with the Löwdin charge.
Element x y z (Å)
Cu  -0.238  0.231  0.316  0.4500
C  3.350  0.033  0.384  0.0071
N  3.506  0.371  1.831  -0.1708
C  4.492  -0.537  2.484  0.0086
C  2.165  0.418  2.572  -0.0893
C  1.417  -0.875  2.515  -0.2951
C  1.717  -1.845  3.477  -0.0705
C  1.077  -3.072  3.461  -0.0780
C  0.132  -3.321  2.474  -0.0780
C  -0.177  -2.341  1.539  -0.1236
C  0.441  -1.079  1.522  -0.2022
H  4.323  0.112  -0.095  0.1065
H  2.638  0.720  -0.065  0.0861
H  2.960  -0.977  0.309  0.1065
H  3.883  1.315  1.884  0.1768
H  4.111  -1.553  2.429  0.1023
H  4.615  -0.243  3.523  0.1090
H  5.440  -0.461  1.957  0.1062
H  1.599  1.210  2.088  0.1110
H  2.416  0.715  3.591  0.1343
H  2.436  -1.630  4.265  0.1108
H  1.303  -3.818  4.214  0.1073
H  -0.381  -4.276  2.445  0.1068
H  -0.939  -2.568  0.800  0.0866
C  -1.079  2.719  -3.149  -0.2053
S  -0.255  1.421  -2.230  0.9607
O  -0.923  1.525  -0.849  -0.5977
C  -0.939  -0.013  -3.016  -0.4236
C  -2.246  -0.391  -2.732  -0.0723
C  -2.756  -1.522  -3.346  -0.0522
C  -1.967  -2.251  -4.232  -0.0546
C  -0.662  -1.861  -4.501  -0.0609
C  -0.134  -0.736  -3.882  -0.0804
H  -2.093  2.407  -3.391  0.0682
H  -0.506  2.928  -4.053  0.0681
H  -1.082  3.586  -2.488  0.0659
H  -2.839  0.180  -2.027  0.1204
H  -3.769  -1.836  -3.134  0.1154
H  -2.372  -3.133  -4.712  0.1141
H  -0.050  -2.437  -5.184  0.1136
H  0.889  -0.429  -4.072  0.1120